Entry 1:
Computed, not measured: a molecular structure, C15H19ClOV in a non-equilibrium geometry, with the ωB97M-V functional and the def2-TZVPD basis.

```
37
Properties=species:S:1:pos:R:3
C -4.04 1.77 -0.31
C -5.06 0.73 0.09
C -3.99 2.93 0.67
C -4.23 2.24 -1.73
Cl -2.36 0.94 -0.24
H -4.95 3.44 0.66
H -3.22 3.64 0.40
H -3.80 2.58 1.68
H -6.05 1.17 0.06
H -4.88 0.36 1.10
H -5.04 -0.12 -0.59
H -5.20 2.73 -1.82
H -4.21 1.41 -2.43
H -3.46 2.95 -2.02
C 2.87 -2.60 1.89
C 2.72 -1.25 2.27
C 1.35 -0.91 2.21
H 3.52 -0.58 2.56
C 0.64 -2.06 1.80
C 1.58 -3.10 1.60
H 1.35 -4.11 1.31
H 3.79 -3.16 1.86
H 0.92 0.05 2.46
H -0.43 -2.13 1.68
C 3.12 -0.82 -2.33
C 4.14 -0.70 -1.36
C 3.80 0.38 -0.51
H 5.03 -1.30 -1.30
C 2.56 0.93 -0.96
C 2.15 0.19 -2.09
H 1.25 0.36 -2.66
H 3.09 -1.53 -3.14
H 4.38 0.73 0.32
H 2.05 1.77 -0.53
V 2.09 -1.36 -0.12
O 4.78 -3.11 -0.27
C 3.76 -2.45 -0.21
```

The spin multiplicity is 2. The total charge is +2. As for the total energy: -2061.663368 Eh. The value obtained for the LUMO energy (alpha / beta) is -10.2 / -9.7 eV. For the HOMO energy (alpha / beta), the calculation gives -15.196 / -15.195 eV. Its HOMO-LUMO gap (alpha / beta) is 5.0 / 5.5 eV.

---

Entry 2:
Computed, not measured: a molecular structure, C15H19CoN7O7, with the ωB97M-V functional and the def2-TZVPD basis.

```
49
Properties=species:S:1:pos:R:3
Co -0.10 1.07 -0.11
N -3.42 0.88 -0.38
C -3.28 0.03 0.80
C -2.34 0.47 1.93
O -2.70 0.17 3.10
N -1.23 1.13 1.60
C -0.44 1.61 2.74
C 1.05 1.61 2.43
O 1.88 1.49 3.35
O 1.34 1.74 1.20
H -3.43 1.85 -0.08
H -2.61 0.80 -0.98
H -2.98 -0.97 0.47
H -4.26 -0.08 1.27
H -0.64 1.02 3.63
H -0.72 2.65 2.96
O -1.20 3.95 -2.93
C -0.90 2.94 -2.28
O -0.43 2.88 -1.10
C -1.06 1.51 -2.97
O -1.13 1.39 -4.19
O -1.02 0.56 -2.11
N 4.64 0.54 0.97
C 3.86 0.71 -0.17
C 2.58 0.15 -0.21
N 1.71 0.47 -1.16
C 2.17 1.26 -2.14
C 3.48 1.68 -2.17
N 4.34 1.44 -1.17
H 4.08 0.63 1.81
H 5.40 1.20 0.97
H 2.24 -0.50 0.57
H 1.47 1.54 -2.92
H 3.86 2.27 -2.99
C -1.46 -3.84 -2.07
C -0.94 -3.04 -0.92
C -0.68 -3.36 0.40
C -0.28 -2.15 1.01
N -0.27 -1.19 0.11
N -0.67 -1.73 -1.05
C 0.06 -1.88 2.44
H -1.42 -4.90 -1.85
H -0.87 -3.64 -2.97
H -2.49 -3.56 -2.28
H -0.80 -4.33 0.87
H -0.82 -1.07 -1.84
H 0.46 -2.77 2.92
H -0.83 -1.56 2.98
H 0.78 -1.07 2.50
```

The spin multiplicity is 2. The total charge is -2. As for the total energy: -2875.914132 Eh. Its energy above the lowest of the compared OMol25 structures with the same formula, charge and spin is 1.140 eV. The value obtained for the LUMO energy (alpha / beta) is 4.7 / 4.7 eV. For the HOMO energy (alpha / beta), the calculation gives -2.187 / -2.159 eV. Its HOMO-LUMO gap (alpha / beta) is 6.9 / 6.9 eV.